The following is a DFT calculation (ωB97M-V/def2-TZVPD) of C42H50N3O3STb as an isolated structure in a non-equilibrium geometry.

Each line ends with the Mulliken charge.
Geometry (Å):
Tb (-1.480, 0.700, 0.704)  -2.10
C (-1.425, 3.120, -1.590)  -0.32
C (-0.224, 3.903, -1.055)  0.07
C (-0.397, 4.243, 0.428)  -1.43
C (1.127, 3.247, -1.279)  1.85
C (2.038, 3.998, -2.001)  -1.21
C (3.354, 3.607, -2.146)  -1.76
C (3.747, 2.408, -1.585)  0.43
C (2.865, 1.581, -0.909)  -0.20
C (3.382, 0.217, -0.480)  2.05
C (4.015, -0.560, -1.642)  -1.47
C (4.403, 0.322, 0.659)  -1.88
C (1.518, 2.008, -0.707)  -0.54
N (0.587, 1.243, -0.020)  1.27
C (1.050, 0.655, 1.170)  -0.82
C (0.504, -0.379, 1.874)  -1.03
N (-0.624, -1.137, 1.555)  2.21
C (-0.995, -2.062, 2.507)  1.28
C (-2.376, -2.408, 2.648)  0.05
C (-2.832, -2.963, 3.831)  -0.64
C (-1.967, -3.279, 4.865)  -1.56
C (-0.614, -3.244, 4.588)  -0.76
C (-0.103, -2.714, 3.413)  -0.77
C (1.341, -3.116, 3.121)  0.54
C (2.397, -2.362, 3.942)  -1.41
C (1.690, -3.146, 1.633)  -1.45
C (-3.388, -2.324, 1.517)  0.19
C (-2.834, -2.998, 0.259)  -1.34
C (-3.912, -0.903, 1.227)  -1.05
H (-2.286, 3.783, -1.688)  0.57
H (-1.697, 2.293, -0.906)  -0.14
H (-1.201, 2.709, -2.573)  0.09
H (-0.201, 4.848, -1.612)  0.70
H (-0.399, 3.330, 1.035)  0.15
H (-1.328, 4.787, 0.589)  0.42
H (0.430, 4.865, 0.764)  0.47
H (1.718, 4.934, -2.439)  0.39
H (4.058, 4.221, -2.686)  0.39
H (4.773, 2.094, -1.703)  0.39
H (2.533, -0.376, -0.130)  -1.15
H (4.922, -0.084, -2.003)  0.32
H (3.329, -0.657, -2.480)  0.24
H (4.272, -1.561, -1.303)  0.47
H (5.268, 0.908, 0.357)  0.39
H (4.742, -0.672, 0.940)  0.45
H (3.970, 0.791, 1.539)  0.34
H (1.904, 1.155, 1.629)  0.61
H (0.928, -0.554, 2.859)  0.33
H (-3.891, -3.165, 3.935)  0.41
H (-2.334, -3.632, 5.819)  0.38
H (0.083, -3.680, 5.294)  0.45
H (1.390, -4.160, 3.465)  0.75
H (2.569, -1.358, 3.566)  0.20
H (3.342, -2.903, 3.905)  0.43
H (2.084, -2.289, 4.982)  0.37
H (1.855, -2.147, 1.243)  0.12
H (0.880, -3.607, 1.070)  0.29
H (2.596, -3.730, 1.478)  0.60
H (-4.252, -2.916, 1.845)  0.85
H (-1.991, -2.430, -0.136)  -0.03
H (-3.606, -3.094, -0.504)  0.47
H (-2.481, -3.999, 0.506)  0.41
H (-3.379, -0.441, 0.370)  0.23
H (-3.826, -0.294, 2.136)  0.16
H (-4.966, -0.941, 0.949)  0.56
O (-3.192, 2.182, 1.330)  -0.61
C (-2.585, 2.450, 2.388)  0.29
C (-2.968, 3.522, 3.392)  -0.60
C (-1.801, 3.494, 4.370)  -0.62
C (-0.891, 2.385, 3.824)  0.32
O (0.179, 2.072, 4.280)  -0.62
N (-1.468, 1.815, 2.713)  0.35
H (-3.921, 3.265, 3.855)  0.32
H (-3.093, 4.477, 2.882)  0.27
H (-2.086, 3.222, 5.385)  0.32
H (-1.246, 4.433, 4.418)  0.28
O (-1.549, -0.205, -1.294)  -0.36
S (-0.163, -0.552, -1.768)  1.36
C (-0.484, -2.012, -2.823)  0.42
C (0.592, -2.620, -3.447)  -0.60
C (0.374, -3.715, -4.264)  -0.81
C (-0.911, -4.201, -4.444)  -0.58
C (-1.983, -3.590, -3.815)  -1.07
C (-1.770, -2.487, -3.006)  -0.21
C (0.033, 0.438, -3.274)  0.38
C (1.263, 0.969, -3.611)  0.26
C (1.400, 1.689, -4.785)  -1.05
C (0.317, 1.849, -5.631)  -0.75
C (-0.912, 1.307, -5.291)  -0.72
C (-1.061, 0.609, -4.107)  -0.66
H (1.590, -2.233, -3.295)  0.39
H (1.204, -4.195, -4.758)  0.46
H (-1.079, -5.058, -5.078)  0.39
H (-2.982, -3.975, -3.953)  0.45
H (-2.586, -1.987, -2.509)  0.54
H (2.099, 0.853, -2.946)  0.38
H (2.356, 2.121, -5.030)  0.53
H (0.433, 2.382, -6.563)  0.41
H (-1.750, 1.425, -5.962)  0.45
H (-2.015, 0.188, -3.824)  0.42

**LUMO energy (alpha / beta)**: 0.332 / 0.337 eV
**HOMO level (alpha / beta)**: -0.224 / -0.225 Eh
**2S+1**: 7